A 12-piece molecular cluster, C40H108N4O12 overall. Source: OMol25; level of theory: wB97M-V/def2-TZVPD.

Results
Energy above the lowest of the compared OMol25 structures with the same formula, charge and spin: 1.270 eV
Gap between HOMO and LUMO: 9.621 eV
Electronic energy: -73758.2899 eV

Structure (XYZ):
```
164
Properties=species:S:1:pos:R:3:forces:R:3
O 2.41992 -4.78414 -3.44272 0.19 0.23 0.53
O 6.50681 3.86221 0.16809 -0.55 0.17 -0.48
O 0.22021 2.86224 -3.45894 0.06 -2.14 -1.37
O -6.11217 -0.23381 -3.90335 -0.76 -0.05 2.15
O 4.64442 -3.36712 0.18648 -1.11 0.80 -0.59
O -0.04102 -0.28842 -1.34324 -0.05 -0.41 0.62
O -3.13319 5.23189 -3.17805 0.03 -0.55 1.48
O 5.26903 1.71435 1.93207 0.14 -1.07 0.20
O -1.95239 -2.16696 -2.08533 1.15 -1.12 -0.31
O -0.01937 -0.82141 4.90162 -0.28 -0.01 -0.58
O -1.67556 2.98956 5.85928 -0.62 0.75 0.64
O -5.37805 0.18779 3.84909 1.60 -0.92 -0.93
N 2.20161 0.70167 -3.41052 0.54 0.60 -1.33
N -2.66518 0.20145 6.29892 0.25 1.28 -0.06
N 3.36648 -1.71914 -1.62297 -0.61 0.25 -1.11
N -4.98149 -2.61969 -1.35906 -0.18 -0.19 0.22
C 4.11228 -2.29040 2.28286 -0.82 0.43 0.39
C 0.17517 1.67497 -4.33528 -1.74 0.96 0.29
C -1.06301 -3.39254 -2.11260 -2.40 0.95 -0.84
C -0.01028 0.18276 0.02477 -1.50 0.22 -0.54
C -5.21747 0.40437 6.64491 0.93 -0.04 -0.34
C -5.18289 -0.09974 2.45094 -0.23 0.28 0.42
C 2.73836 -6.14679 -3.20648 -0.12 0.88 1.64
C 3.96531 -3.52410 1.40630 0.28 -1.40 0.96
C -1.47770 0.50131 0.46799 -1.06 -0.98 -0.46
C 3.98681 1.23341 3.94535 0.88 0.37 -0.63
C 3.16517 -2.65334 -2.79765 0.94 2.60 -0.22
C 5.23903 3.41148 3.60554 0.98 0.25 -0.16
C 0.04568 -2.04860 4.13531 0.35 1.00 0.62
C -0.98415 -3.87390 -0.71055 0.13 -0.10 0.16
C 6.02949 2.29372 -1.63052 0.89 -0.01 1.49
C 2.59668 -3.89697 -2.31044 -0.65 -2.85 0.95
C 0.61772 3.66953 5.36498 0.20 -0.65 0.09
C 1.46806 1.00748 -4.67665 1.13 -1.40 0.79
C -1.22950 -2.22679 3.31796 -0.59 -1.47 -0.61
C -3.25431 3.61492 -4.84168 -0.02 1.06 -1.12
C 4.55834 -2.86391 -3.38498 -0.08 0.00 -0.74
C -4.44937 3.21359 -2.65930 0.89 0.37 1.18
C -3.19241 3.78903 -3.36912 -0.29 0.05 1.02
C 0.90805 3.92062 -4.06765 -0.32 0.43 -0.40
C 2.48298 -4.06880 1.27839 0.92 1.97 0.49
C -0.71417 3.08079 4.81838 2.52 -1.72 1.51
C -1.63475 -4.33259 -3.20117 -0.78 0.79 0.05
C -4.00702 -0.12979 5.83182 -0.49 -1.09 1.56
C -5.53334 -1.34663 -3.31106 -0.36 -1.75 -0.18
C 4.46884 2.32434 2.96511 -0.38 -1.76 0.64
C 0.27029 -3.15063 5.14777 -0.14 -0.79 0.54
C 1.22587 -0.34428 -5.34283 0.31 0.59 -1.15
C -5.87326 -0.28809 -5.23350 -0.91 0.42 -2.44
C 5.63051 3.67416 -0.97533 0.97 -3.23 0.63
C 5.85757 4.80782 -1.89473 -0.40 -0.03 -0.83
C -5.23352 -0.25483 -1.13570 -0.66 -0.28 0.63
C 0.81233 1.44158 0.00383 1.40 0.19 -0.87
C -4.03902 0.29342 4.41716 -0.85 1.11 -1.32
C -1.18884 3.84400 3.64643 0.39 0.23 0.13
C -5.78615 -1.46481 -1.82960 0.58 -0.52 0.31
H -0.32103 -4.74361 -0.63248 -0.50 -0.13 0.16
H -3.32865 -0.31597 3.83951 -0.17 0.15 0.12
H -5.27369 1.48613 6.57704 0.09 0.29 0.11
H -5.92246 -2.30495 -3.80050 0.49 0.99 0.31
H -5.49935 -0.27233 -0.07876 -0.31 0.24 -0.05
H -6.08582 0.01984 6.14255 -0.62 -0.20 0.07
H 2.16960 1.58180 -2.93573 0.27 0.46 0.85
H -4.10684 -1.24390 5.84961 0.17 0.62 -0.01
H -2.87314 -2.46729 -2.07507 -0.23 -0.02 0.24
H 3.77802 -2.39242 3.32967 -0.31 -0.34 -0.42
H -4.88598 -2.53774 -0.35024 0.20 0.17 0.01
H -2.54553 1.23957 6.37908 -0.05 -1.16 -0.29
H 0.68583 -0.22717 -6.27707 -0.64 0.08 -0.05
H 1.33320 3.87977 4.51535 -0.67 -0.17 1.12
H -1.87229 1.41907 -0.05653 0.50 -0.83 0.69
H 2.10376 1.58495 -5.40826 -0.51 -0.18 1.08
H -4.79740 -0.15443 -5.43149 -0.21 -0.14 -0.35
H -5.37823 3.48626 -3.15234 -0.01 0.28 -0.11
H 5.97649 3.02135 4.29591 0.15 -0.09 0.27
H -1.10934 -5.26064 -3.37761 0.44 -0.10 0.20
H 0.41305 -0.57139 0.69582 0.06 -0.11 -0.05
H 3.60711 2.74177 2.48299 -0.68 0.26 -0.41
H 1.60548 -3.81878 -1.79006 0.76 0.32 -0.38
H 1.03086 1.90505 0.94385 -0.36 0.08 0.90
H -5.52368 -3.46738 -1.44370 -0.05 -0.32 -0.38
H -0.16144 -3.00876 -2.51588 1.07 0.34 -0.10
H -1.77684 3.83131 6.34811 0.23 -0.48 -0.56
H -3.32482 2.58535 -5.20348 -0.35 0.21 0.18
H 4.51356 -3.66295 -4.12581 0.08 -0.07 0.08
H -6.83939 -1.65408 -1.60335 -0.10 0.40 -0.18
H 4.79819 0.73236 4.46812 0.51 0.21 -0.02
H 0.98391 -1.99238 3.51589 -1.05 0.21 0.19
H 3.80187 -6.33101 -3.07929 0.39 0.23 -0.11
H -1.59037 0.54829 1.56177 0.33 0.61 -0.23
H -4.62323 -1.03160 2.24434 -0.44 -0.09 0.46
H 3.53379 -1.47244 1.83645 0.17 0.14 0.06
H 3.51713 0.45534 3.37305 -0.79 -0.33 -0.11
H -2.03695 -4.03236 -0.46420 0.25 -0.61 0.60
H -2.22967 -0.34769 0.22841 1.42 1.04 -0.05
H -2.11711 -2.43539 3.96291 0.71 0.13 -0.09
H 3.35967 1.63441 4.71452 -0.71 0.20 0.25
H 3.30009 -4.31066 -1.54656 -0.39 -0.09 -0.66
H 5.98108 1.39446 -0.93540 -0.15 1.29 -0.51
H 6.91515 4.93857 -2.06263 0.42 0.48 0.51
H 4.59267 3.55149 -0.63142 0.08 0.45 -0.07
H 1.63327 0.08205 -2.85019 -0.39 -0.08 0.05
H -0.58564 -3.10318 -0.04399 -0.06 0.03 -0.13
H 2.27242 -6.49790 -2.26036 -0.07 -0.01 -0.55
H 1.69674 -3.29775 1.07628 0.85 -0.30 -0.52
H 5.77355 3.88308 2.80167 0.41 0.56 -0.30
H -2.27133 3.31194 -2.99185 -0.30 0.23 0.21
H 0.26875 -4.15952 4.72061 -0.02 0.12 -0.07
H -2.46688 -0.16557 7.21148 -0.09 -0.30 0.39
H 5.47818 2.03958 -2.49975 -0.88 -0.06 -0.85
H -2.40299 4.09062 -5.34157 0.28 -0.29 0.30
H 3.87833 -0.90824 -2.00442 -0.26 -0.44 0.35
H 2.49449 -2.23303 -3.56552 0.20 0.14 0.21
H 0.34487 4.56475 5.90130 0.17 0.89 -0.11
H 2.48059 -4.87008 0.56655 -0.30 -0.44 -0.25
H 1.08782 3.04010 6.17655 -0.42 0.27 -1.19
H 2.19941 -4.37208 2.26626 -0.11 -0.78 0.59
H -6.47655 0.54020 -5.67720 0.71 -0.59 -0.03
H -0.57173 0.97835 -3.87280 0.94 0.45 -0.07
H 0.35960 2.16899 -0.65064 -0.49 0.32 -0.16
H -4.47727 3.59519 -1.58067 -0.04 -0.55 -1.34
H -5.64377 0.61068 -1.63739 0.35 0.49 0.22
H -0.26112 1.98696 -5.27958 -0.40 0.32 -0.31
H 6.47961 3.04704 0.68749 -0.20 0.04 0.02
H 0.71329 -1.04923 -4.70237 -0.07 -0.18 0.19
H -3.17525 5.39215 -2.19894 0.09 -0.17 -1.41
H 4.65402 4.17586 4.08209 -0.51 0.15 0.34
H -3.73913 1.36367 4.31209 0.03 -0.53 0.15
H 5.25066 0.73222 2.04240 -0.01 1.27 -0.15
H 4.98165 -1.98498 -3.92132 -0.47 -0.32 0.60
H -1.55360 -1.41823 2.64631 0.67 0.06 0.31
H -1.31699 4.85805 4.00870 0.11 0.53 -0.45
H 5.14607 -2.00162 2.40033 0.45 0.10 -0.44
H -1.53861 -3.69371 -4.07616 -0.07 -0.34 -0.47
H 5.21880 -3.15551 -2.57441 0.27 -0.05 0.05
H 1.97755 3.69389 -4.18468 -0.01 0.48 0.55
H -4.53834 0.65955 2.00080 -0.26 0.38 -0.15
H 0.59502 4.74800 -3.43637 0.97 0.46 0.01
H -4.45664 -1.29628 -3.47058 0.37 -0.23 0.00
H 5.32467 5.64006 -1.47218 0.31 0.90 -0.12
H 4.56498 -4.32165 1.92226 -0.72 0.32 -0.32
H -4.15664 -0.34885 -1.12559 0.44 0.48 -0.51
H 2.45822 -1.33025 -1.36255 0.04 -0.10 0.07
H -1.12566 -3.14075 2.67270 -0.08 0.68 0.46
H 4.09347 -2.71999 -0.36542 0.92 -0.41 0.28
H -5.20200 0.10183 7.70123 0.09 -0.01 -0.37
H -0.45460 2.00819 4.66648 -0.56 0.56 -0.66
H -0.51289 3.75700 2.79492 -0.01 0.27 0.10
H -0.94787 -0.67748 5.19196 0.46 0.03 -0.01
H -6.16564 -0.12508 1.96995 0.24 0.04 0.12
H -4.06431 4.29852 -5.13673 -0.31 -0.78 -0.40
H 7.07688 2.36036 -1.94898 -0.05 0.07 0.10
H -4.41530 2.12004 -2.62222 0.12 0.15 -0.01
H -0.78671 -0.92512 -1.44630 0.32 0.43 0.01
H -6.25886 -1.26453 -5.65596 0.57 0.85 0.09
H 1.19751 -3.02662 5.70809 0.25 0.18 -0.39
H 5.50331 4.62753 -2.91155 -0.55 -0.17 0.15
H 1.82560 1.33123 -0.43954 -0.47 -0.56 0.15
H -2.72594 -4.58261 -3.14015 0.83 0.32 0.51
H -0.47550 -3.11715 5.94830 -0.34 -0.01 -0.32
H 2.17343 -0.73613 -5.72073 0.10 -0.22 0.61
H 0.58407 4.20195 -5.09343 -0.34 -0.53 0.30
H 2.39011 -6.68482 -4.04567 -0.48 -0.72 -0.80
H -2.13977 3.48221 3.38343 -1.34 -0.46 -0.64
```
Forces are in eV/Å.